Molecular formula: C12H27AlCl4FInMgNO7S
Method: DFT, ωB97M-V with the def2-TZVPD basis set

Element x y z (Å)
1 C 3.417 0.451 3.014
2 C 2.200 -0.105 2.307
3 C 1.947 0.343 0.884
4 N 1.456 -0.925 2.894
5 In -0.427 -0.145 3.439
6 C -2.030 -1.731 2.954
7 C -2.336 -1.463 1.515
8 C -3.815 -1.180 1.285
9 C -4.399 -0.203 2.268
10 O -4.410 1.132 1.693
11 C -4.130 2.136 2.517
12 O -4.317 3.266 2.236
13 H 3.534 1.508 2.777
14 H 4.311 -0.094 2.717
15 H 3.287 0.325 4.085
16 H 1.144 -0.249 0.462
17 H 2.837 0.183 0.277
18 H 1.688 1.399 0.878
19 H -0.712 1.255 2.424
20 H -0.556 0.177 5.144
21 H -2.843 -1.683 3.687
22 H -1.530 -2.690 3.093
23 H -1.696 -0.665 1.102
24 H -2.033 -2.363 0.966
25 H -4.014 -0.782 0.288
26 H -4.336 -2.134 1.355
27 H -5.430 -0.490 2.450
28 H -3.936 -0.212 3.249
29 H -3.680 1.845 3.478
30 C -0.051 3.000 -3.428
31 S 0.385 1.405 -2.703
32 O 0.985 1.766 -1.386
33 C 1.744 0.989 -3.800
34 H -0.859 3.440 -2.841
35 H 0.821 3.658 -3.444
36 H -0.508 2.903 -4.549
37 H 2.494 1.782 -3.774
38 H 1.366 0.859 -4.811
39 H 2.185 0.049 -3.458
40 O -0.769 -1.445 -1.477
41 H -0.228 -1.551 -0.688
42 H -1.504 -0.888 -1.195
43 C 6.155 -0.609 -0.124
44 Cl 5.136 0.691 -0.888
45 Cl 7.110 0.093 1.169
46 Cl 5.132 -1.910 0.447
47 H 6.819 -0.986 -0.897
48 Al 5.903 3.203 -0.389
49 C -2.047 -2.284 -4.893
50 O -1.388 -3.344 -4.989
51 O -2.267 -1.796 -3.636
52 O -2.505 -1.637 -5.866
53 H -1.816 -2.474 -3.108
54 Cl -0.763 1.867 -5.807
55 Mg 4.438 -1.526 -2.601
56 F -5.164 -2.160 3.696

Calculated values
Highest occupied orbital energy = -10.261 eV
Charge = +1
LUMO = -8.143 eV


Molecular formula: C3H5ClS
Method: DFT, ωB97M-V with the def2-TZVPD basis set

Element x y z (Å)
1 C -1.250 -1.067 -0.235
2 C 0.053 -0.586 0.415
3 C -0.001 0.891 0.676
4 H -2.098 -0.813 0.279
5 H -1.212 -0.485 -1.122
6 H -1.220 -2.120 -0.282
7 H -0.780 0.888 1.398
8 H 0.884 1.406 0.901
9 S 1.236 -1.613 0.410
10 Cl -0.480 1.854 -0.757

Calculated values
Highest occupied orbital energy = -8.794 eV
LUMO = -0.308 eV
SMILES string = CC(=S)CCl
Relative energy (zero: lowest compared OMol25 entry of this formula, charge and spin) = 11.04 kcal/mol


Molecular formula: C22H13BrCl2N3ORu
Method: DFT, ωB97M-V with the def2-TZVPD basis set

Element x y z (Å)
1 Ru 0.162 -0.132 0.000
2 Br 6.078 4.386 0.001
3 C 4.798 2.998 0.001
4 C 5.223 1.664 0.000
5 C 4.299 0.649 0.000
6 C 2.916 0.911 0.000
7 O 2.091 -0.103 0.000
8 C 2.493 2.277 0.001
9 C 1.125 2.670 0.001
10 N 0.103 1.866 0.000
11 C -1.230 2.366 0.000
12 C -1.616 3.685 0.000
13 C -2.977 4.036 0.000
14 C -3.955 3.083 0.000
15 C -3.605 1.716 0.000
16 C -4.549 0.667 0.000
17 C -4.121 -0.634 0.000
18 C -2.752 -0.907 0.000
19 N -1.833 0.047 0.000
20 C -2.239 1.364 0.000
21 C 3.463 3.298 0.001
22 H 6.280 1.438 0.000
23 H 4.605 -0.389 0.000
24 H 0.963 3.744 0.001
25 H -0.891 4.485 0.000
26 H -3.243 5.084 0.000
27 H -5.000 3.362 0.000
28 H -5.606 0.900 0.000
29 H -4.821 -1.457 0.000
30 H -2.390 -1.925 0.000
31 H 3.147 4.334 0.001
32 Cl 0.190 -3.126 2.689
33 C 0.235 -4.030 1.228
34 C 0.290 -5.398 1.215
35 C 0.320 -6.080 -0.001
36 C 0.291 -5.398 -1.216
37 C 0.236 -4.030 -1.229
38 Cl 0.191 -3.126 -2.690
39 C 0.204 -3.269 0.000
40 N 0.129 -1.976 0.000
41 H 0.313 -5.944 2.149
42 H 0.369 -7.160 -0.001
43 H 0.314 -5.944 -2.150

Calculated values
<S²> = 6.07
Highest occupied orbital energy (spin up / spin down) = -10.696 / -11.051 eV
Charge = +1
LUMO (spin up / spin down) = -4.126 / -4.779 eV
2S+1 = 5
Relative energy (zero: lowest compared OMol25 entry of this formula, charge and spin) = 2.30 kcal/mol


Molecular formula: C4H5NO2
Method: DFT, ωB97M-V with the def2-TZVPD basis set

Element x y z (Å)
1 O -0.576 0.532 -1.689
2 C -1.108 0.202 -0.521
3 C -0.100 -0.834 -0.103
4 C 0.860 -0.143 -1.034
5 N 0.461 -0.731 1.207
6 C 0.159 0.456 1.615
7 O -0.605 1.268 0.927
8 H -2.186 0.282 -0.372
9 H -0.358 -1.851 -0.415
10 H 1.259 0.787 -0.642
11 H 1.626 -0.749 -1.553
12 H 0.567 0.782 2.579

Calculated values
Highest occupied orbital energy = -9.443 eV
LUMO = 0.797 eV
Relative energy (zero: lowest compared OMol25 entry of this formula, charge and spin) = 80.61 kcal/mol


Molecular formula: C4H4O5Pm
Method: DFT, ωB97M-V with the def2-TZVPD basis set

Element x y z (Å)
1 O -0.847 -0.400 -1.304
2 C 0.167 -0.086 -0.529
3 O -0.531 0.289 0.586
4 H -3.941 1.358 1.033
5 Pm 3.884 0.027 0.648
6 O 1.353 -0.234 -0.657
7 O -2.511 1.037 -0.436
8 C -3.837 0.809 0.090
9 C -3.852 -0.704 0.275
10 O -2.444 -1.009 0.375
11 C -1.750 -0.011 -0.154
12 H -4.562 1.170 -0.645
13 H -4.270 -1.238 -0.586
14 H -4.338 -1.028 1.200

Calculated values
<S²> = 8.75
Highest occupied orbital energy (spin up / spin down) = -16.733 / -16.733 eV
Charge = +2
LUMO (spin up / spin down) = -9.897 / -9.730 eV
2S+1 = 6


Molecular formula: C4H4CsO5
Method: DFT, ωB97M-V with the def2-TZVPD basis set

Element x y z (Å)
1 O 0.590 0.389 3.098
2 C 0.593 0.596 1.871
3 O 0.660 -1.280 1.454
4 H 1.704 -4.234 3.677
5 Cs -1.394 0.367 -3.128
6 O 0.202 1.332 1.030
7 O 1.709 -2.210 3.254
8 C 1.351 -3.299 4.125
9 C -0.172 -3.202 4.193
10 O -0.478 -2.273 3.138
11 C 0.625 -1.654 2.743
12 H 1.841 -3.134 5.090
13 H -0.539 -2.792 5.140
14 H -0.678 -4.149 3.982

Calculated values
Highest occupied orbital energy = -13.066 eV
Charge = +1
LUMO = -3.744 eV


Molecular formula: C19H17B2F11IrNO3S5
Method: DFT, ωB97M-V with the def2-TZVPD basis set

Element x y z (Å)
1 Ir 0.463 -1.504 -0.607
2 O 5.430 2.543 2.292
3 C 4.567 1.871 1.801
4 S 4.076 0.283 2.411
5 C 2.821 -0.046 1.227
6 C 2.615 0.919 0.281
7 S 1.470 0.865 -0.964
8 S 3.628 2.351 0.376
9 S 1.994 -1.514 1.398
10 O -1.173 -0.292 0.333
11 S -1.617 1.138 0.199
12 C -0.752 2.007 1.535
13 C -0.301 1.298 2.634
14 C 0.391 1.976 3.629
15 C 0.613 3.342 3.521
16 C 0.156 4.038 2.409
17 C -0.527 3.369 1.405
18 C -3.172 1.143 1.118
19 C -3.911 2.315 1.165
20 C -5.067 2.346 1.927
21 C -5.476 1.211 2.617
22 C -4.734 0.042 2.543
23 C -3.572 0.001 1.785
24 H -0.473 0.229 2.701
25 H 0.763 1.430 4.486
26 H 1.164 3.866 4.292
27 H 0.346 5.099 2.314
28 H -0.865 3.888 0.516
29 H -3.590 3.189 0.611
30 H -5.649 3.257 1.983
31 H -6.386 1.240 3.204
32 H -5.045 -0.848 3.073
33 H -2.985 -0.905 1.708
34 C 3.801 -2.410 -4.858
35 N 3.071 -1.817 -3.759
36 C 1.959 -0.954 -4.122
37 C 3.326 -2.152 -2.500
38 O 2.741 -1.760 -1.486
39 H 4.277 -1.631 -5.456
40 H 3.115 -2.968 -5.498
41 H 4.565 -3.085 -4.477
42 H 2.264 -0.268 -4.911
43 H 1.641 -0.379 -3.262
44 H 1.108 -1.540 -4.468
45 H 4.186 -2.832 -2.398
46 F -0.818 -3.977 -1.611
47 C 0.388 -3.418 -1.623
48 F 0.783 -3.378 -2.914
49 F 1.231 -4.282 -1.020
50 F -0.747 -3.923 3.069
51 B -1.171 -2.772 2.429
52 F -0.688 -2.817 1.048
53 F -0.618 -1.627 3.024
54 F -2.559 -2.678 2.403
55 F -0.828 -0.817 -2.577
56 B -1.436 0.121 -3.531
57 F -2.526 -0.486 -4.116
58 F -0.453 0.430 -4.474
59 F -1.816 1.273 -2.840

Calculated values
<S²> = 0.78
Highest occupied orbital energy (spin up / spin down) = -5.251 / -5.191 eV
Charge = -1
LUMO (spin up / spin down) = -0.131 / -0.010 eV
2S+1 = 2
Relative energy (zero: lowest compared OMol25 entry of this formula, charge and spin) = 52.09 kcal/mol


Molecular formula: C16H47FN6O4P3
Method: DFT, ωB97M-V with the def2-TZVPD basis set

Element x y z (Å)
1 F -3.687 -0.565 0.148
2 C -3.141 0.728 0.066
3 C -3.496 1.592 1.272
4 P -5.275 2.256 1.363
5 O -5.544 2.312 -0.371
6 C -6.870 1.844 -0.506
7 C -6.936 0.619 0.476
8 O -6.017 0.684 1.556
9 H -2.047 0.568 0.089
10 H -3.349 1.190 -0.901
11 H -3.357 0.953 2.155
12 H -2.778 2.415 1.348
13 H -6.603 2.824 1.551
14 H -4.841 3.656 1.269
15 H -5.065 2.391 2.803
16 H -7.115 1.423 -1.495
17 H -7.566 2.679 -0.348
18 H -6.529 -0.208 -0.142
19 H -7.950 0.261 0.714
20 O 1.213 -1.883 -0.790
21 P 0.617 -3.235 -1.152
22 N -0.996 -2.907 -0.724
23 C -1.925 -3.730 0.013
24 C -1.706 -2.072 -1.687
25 N 1.512 -4.139 0.049
26 C 1.064 -4.164 1.435
27 C 2.942 -3.839 0.014
28 N 0.214 -4.751 -2.016
29 C 0.175 -6.042 -1.366
30 C 0.978 -4.871 -3.270
31 H -2.382 -4.518 -0.608
32 H -2.735 -3.107 0.400
33 H -1.476 -4.189 0.891
34 H -2.079 -2.667 -2.536
35 H -1.050 -1.292 -2.084
36 H -2.546 -1.564 -1.216
37 H 0.802 -3.168 1.812
38 H 1.842 -4.580 2.079
39 H 0.213 -4.835 1.561
40 H 3.182 -2.901 0.527
41 H 3.295 -3.751 -1.017
42 H 3.508 -4.649 0.483
43 H 1.165 -6.410 -1.077
44 H -0.266 -6.764 -2.061
45 H -0.466 -6.041 -0.486
46 H 2.040 -5.087 -3.081
47 H 0.920 -3.937 -3.838
48 H 0.570 -5.660 -3.906
49 O 1.209 3.959 -0.621
50 P 2.575 3.411 -0.248
51 N 2.150 1.762 -0.152
52 C 2.507 0.790 0.851
53 C 1.981 1.125 -1.451
54 N 2.672 4.225 1.296
55 C 1.988 3.676 2.461
56 C 2.367 5.652 1.190
57 N 4.335 3.083 -0.204
58 C 5.092 3.005 1.025
59 C 5.061 3.939 -1.157
60 H 3.526 0.390 0.714
61 H 1.817 -0.055 0.804
62 H 2.413 1.178 1.864
63 H 2.951 0.824 -1.881
64 H 1.496 1.807 -2.155
65 H 1.346 0.247 -1.377
66 H 0.956 3.377 2.242
67 H 1.967 4.409 3.270
68 H 2.534 2.825 2.872
69 H 1.290 5.843 1.146
70 H 2.816 6.078 0.289
71 H 2.784 6.190 2.046
72 H 5.208 3.974 1.523
73 H 6.091 2.622 0.792
74 H 4.658 2.301 1.733
75 H 5.097 4.985 -0.821
76 H 4.569 3.917 -2.135
77 H 6.085 3.585 -1.305

Calculated values
Highest occupied orbital energy = -3.647 eV
Charge = -1
LUMO = 1.414 eV


Molecular formula: C30H26MnN2O3PS4Sb
Method: DFT, ωB97M-V with the def2-TZVPD basis set

Element x y z (Å)
1 Mn -1.233 -0.502 -1.602
2 C 4.255 -1.711 -6.957
3 C 3.764 -1.306 -5.598
4 C 2.823 -2.075 -4.919
5 C 2.375 -1.713 -3.660
6 C 2.870 -0.559 -3.072
7 C 3.805 0.221 -3.727
8 C 4.248 -0.156 -4.985
9 S 2.249 -0.075 -1.477
10 O 3.041 1.057 -1.046
11 O 2.227 -1.258 -0.667
12 N 0.728 0.356 -1.774
13 C 0.283 1.633 -1.873
14 C 0.959 2.865 -1.912
15 C 0.193 4.003 -2.022
16 C -1.202 3.946 -2.086
17 C -1.791 2.699 -2.041
18 N -1.059 1.595 -1.941
19 H 3.640 -2.506 -7.373
20 H 5.282 -2.073 -6.912
21 H 4.233 -0.871 -7.649
22 H 2.432 -2.971 -5.384
23 H 1.637 -2.309 -3.142
24 H 4.181 1.112 -3.247
25 H 4.981 0.454 -5.499
26 H 2.030 2.902 -1.836
27 H 0.690 4.966 -2.054
28 H -1.805 4.837 -2.170
29 H -2.863 2.544 -2.078
30 S -3.165 -3.155 1.003
31 Sb -3.218 -3.061 -1.281
32 S -3.465 -0.656 -1.865
33 S -0.855 -2.686 -1.939
34 O -1.207 -0.265 0.482
35 P -1.215 -0.292 1.972
36 C -2.893 -0.102 2.610
37 C -3.680 0.871 1.997
38 C -4.994 1.052 2.383
39 C -5.536 0.261 3.386
40 C -4.765 -0.722 3.983
41 C -3.451 -0.911 3.591
42 C -0.288 1.178 2.511
43 C -0.363 2.287 1.668
44 C 0.323 3.449 1.969
45 C 1.102 3.516 3.114
46 C 1.196 2.413 3.948
47 C 0.507 1.249 3.646
48 C -0.435 -1.742 2.683
49 C -0.349 -1.982 4.054
50 C 0.273 -3.124 4.520
51 C 0.813 -4.032 3.616
52 C 0.723 -3.799 2.257
53 C 0.093 -2.659 1.783
54 H -3.276 1.456 1.182
55 H -5.603 1.794 1.885
56 H -6.567 0.394 3.681
57 H -5.196 -1.371 4.733
58 H -2.883 -1.726 4.014
59 H -0.939 2.225 0.754
60 H 0.263 4.294 1.297
61 H 1.648 4.420 3.347
62 H 1.820 2.450 4.831
63 H 0.619 0.390 4.293
64 H -0.781 -1.286 4.763
65 H 0.336 -3.309 5.584
66 H 1.297 -4.929 3.980
67 H 1.127 -4.509 1.550
68 H 0.007 -2.489 0.720

Calculated values
<S²> = 6.22
Highest occupied orbital energy (spin up / spin down) = -3.773 / -3.942 eV
Charge = -1
LUMO (spin up / spin down) = 2.045 / 2.508 eV
2S+1 = 5


Molecular formula: C30H28IrN3O5S2
Method: DFT, ωB97M-V with the def2-TZVPD basis set

Element x y z (Å)
1 Ir 1.302 -0.874 0.404
2 O 0.413 -0.741 4.329
3 C 0.519 -1.005 3.145
4 O 1.585 -0.943 2.432
5 C -0.713 -1.439 2.379
6 C -1.838 -1.946 3.049
7 C -2.921 -2.317 2.314
8 C -2.917 -2.128 0.913
9 C -4.020 -2.465 0.094
10 C -3.972 -2.246 -1.253
11 C -2.832 -1.653 -1.836
12 C -1.760 -1.303 -1.066
13 C -1.767 -1.570 0.313
14 N -0.665 -1.271 1.076
15 H -1.793 -2.030 4.125
16 H -3.800 -2.737 2.789
17 H -4.899 -2.896 0.556
18 H -4.816 -2.511 -1.876
19 H -2.793 -1.472 -2.902
20 H -0.900 -0.823 -1.503
21 O 0.049 -1.301 -3.404
22 C 0.766 -1.733 -2.515
23 O 1.376 -0.970 -1.655
24 C 1.065 -3.199 -2.415
25 C 0.831 -3.964 -3.561
26 C 1.113 -5.314 -3.601
27 C 1.631 -5.925 -2.464
28 C 1.854 -5.189 -1.318
29 C 1.579 -3.814 -1.266
30 S 1.918 -3.102 0.313
31 H 0.426 -3.450 -4.422
32 H 0.941 -5.885 -4.503
33 H 1.860 -6.984 -2.469
34 H 2.252 -5.672 -0.434
35 C 4.203 0.069 1.522
36 S 3.414 0.177 -0.093
37 C 4.355 -1.074 -0.980
38 H 5.225 0.439 1.455
39 H 4.177 -0.960 1.873
40 H 3.619 0.688 2.198
41 H 4.307 -2.015 -0.437
42 H 5.383 -0.739 -1.107
43 H 3.870 -1.188 -1.946
44 C -2.404 4.540 1.270
45 N -1.199 3.830 1.673
46 N -0.544 3.041 0.741
47 C 0.101 2.010 1.391
48 O 0.866 1.253 0.774
49 C -0.260 2.121 2.769
50 C -1.067 3.213 2.882
51 C -1.767 3.746 4.082
52 C -0.196 3.525 -0.549
53 C -0.116 2.619 -1.600
54 C 0.252 3.072 -2.856
55 C 0.521 4.418 -3.068
56 C 0.445 5.313 -2.010
57 C 0.097 4.868 -0.743
58 H -2.327 4.799 0.218
59 H -2.491 5.457 1.849
60 H -3.297 3.928 1.418
61 H 0.064 1.464 3.561
62 H -1.429 3.209 4.965
63 H -2.848 3.620 3.996
64 H -1.561 4.809 4.214
65 H -0.319 1.571 -1.431
66 H 0.326 2.364 -3.671
67 H 0.785 4.769 -4.056
68 H 0.675 6.359 -2.162
69 H 0.067 5.555 0.094

Calculated values
Highest occupied orbital energy = -6.905 eV
LUMO = -0.380 eV
Relative energy (zero: lowest compared OMol25 entry of this formula, charge and spin) = 14.94 kcal/mol


Molecular formula: C5H6O2S
Method: DFT, ωB97M-V with the def2-TZVPD basis set

Element x y z (Å)
1 C 1.677 -0.444 1.011
2 C 0.341 -0.380 -0.974
3 C -2.098 -0.319 0.039
4 C -1.466 0.941 -0.159
5 C -0.229 1.004 -0.657
6 H 2.745 -0.636 1.187
7 H 1.145 -1.219 1.601
8 H 1.453 0.600 1.206
9 H 0.524 -0.464 -2.049
10 H -1.994 1.817 0.051
11 H 0.332 1.909 -0.829
12 O 1.643 -0.595 -0.401
13 O -3.192 -0.597 0.465
14 S -0.882 -1.617 -0.491

Calculated values
Highest occupied orbital energy = -9.688 eV
LUMO = -0.235 eV
SMILES string = CO[C@@H]1C=CC(=O)S1
Relative energy (zero: lowest compared OMol25 entry of this formula, charge and spin) = 21.86 kcal/mol


Molecular formula: C5H9NO
Method: DFT, ωB97M-V with the def2-TZVPD basis set

Element x y z (Å)
1 O -3.545 0.959 0.221
2 C -2.755 0.053 0.150
3 C -1.272 0.256 0.124
4 C -0.423 -0.546 -0.847
5 C 1.020 -0.136 -0.815
6 C 1.624 0.451 0.227
7 N 2.949 0.211 0.644
8 H -3.155 -0.977 0.250
9 H -1.120 1.323 -0.070
10 H -0.987 0.236 1.186
11 H -0.541 -1.610 -0.624
12 H -0.806 -0.408 -1.860
13 H 1.702 -0.488 -1.586
14 H 1.099 1.126 0.898
15 H 2.992 0.295 1.650
16 H 3.219 -0.746 0.451

Calculated values
Highest occupied orbital energy = -8.253 eV
LUMO = 0.896 eV
SMILES string = N/C=C/CCC=O
Relative energy (zero: lowest compared OMol25 entry of this formula, charge and spin) = 52.35 kcal/mol


no.,M (g mol⁻¹),maximum force (hartree/bohr)
1,656.3,0.054
2,108.6,0.056
3,587.2,0.025
4,99.1,0.038
5,277.1,0.056
6,265.0,0.122
7,890.5,0.052
8,499.5,0.134
9,798.5,0.011
10,766.9,0.025
11,130.2,0.055
12,99.1,0.027